Molecular formula: C24H37GeN3O9PS5Zr
Method: DFT, ωB97M-V/def2-TZVPD

LUMO energy (alpha / beta) in eV: 4.411 / 4.409
Expectation value of S²: 0.76
DFT total energy in a.u.: -6234.7231
Charge: -2
Energy relative to the best compared isomer or geometry (same formula, charge and spin) in eV: 1.135
2S+1: 2

The geometry in XYZ format:
```
81
Properties=species:S:1:pos:R:3:forces:R:3:lowdin_charge:R:1
Zr -0.439916 -0.634481 -0.238833 -1.2 -0.4 0.1 1.226
C -3.303847 3.732019 -3.040625 0.0 0.0 0.0 -0.092
C -2.142148 3.485678 -2.098676 0.0 0.0 -0.1 -0.347
O -1.113312 2.767951 -2.786631 0.1 0.0 0.1 -0.370
P -0.754244 1.186126 -2.505405 0.0 0.0 0.1 0.388
S -2.444235 0.275306 -1.853554 0.0 0.0 0.0 0.286
S 0.428489 -1.833341 -2.192013 0.4 -0.1 -0.1 0.406
O -0.545773 0.735405 -4.060659 0.0 0.0 0.1 -0.390
C 0.794404 0.591380 -4.536220 0.0 0.0 0.0 -0.363
C 1.294242 1.881166 -5.155554 0.0 0.0 0.0 -0.098
H -4.077417 4.316527 -2.535452 0.0 0.0 0.0 0.069
H -3.734436 2.779002 -3.350554 0.0 0.0 0.0 0.059
H -2.976653 4.273517 -3.930584 0.0 0.0 0.0 0.067
H -2.464858 2.938403 -1.216902 0.0 0.0 0.0 0.054
H -1.701488 4.427476 -1.762121 0.0 0.0 0.0 0.114
H 0.771581 -0.219206 -5.266627 0.0 0.0 0.0 0.112
H 1.457442 0.279732 -3.724890 0.0 0.0 0.0 0.033
H 0.650260 2.185979 -5.983073 0.0 0.0 0.0 0.069
H 2.316191 1.749866 -5.515027 0.0 0.0 0.0 0.060
H 1.297248 2.682478 -4.413823 0.0 0.0 0.0 0.065
O -1.828131 0.397460 1.291134 0.3 0.4 -0.2 -0.504
S -1.601804 1.856117 1.557240 0.0 0.0 0.1 0.488
O -2.823957 2.553417 1.886063 0.0 -0.1 0.0 -0.319
O -0.866380 2.423703 0.424983 -0.3 0.0 0.1 -0.399
C -0.560618 1.902372 2.964309 0.0 -0.1 0.0 -0.269
C -0.924668 2.758115 3.993711 0.0 0.0 0.0 -0.121
C -0.136077 2.967450 5.113072 0.0 0.0 0.0 -0.139
C 1.114652 2.289139 5.203067 0.0 0.0 0.0 -0.144
C 1.509241 1.429562 4.220850 0.0 0.0 0.0 -0.115
C 0.704421 1.175493 3.069787 0.0 0.0 0.0 -0.298
S 1.261483 -0.020441 2.009012 0.1 0.0 0.0 0.559
O 1.220837 0.490266 0.573365 -0.1 -0.1 0.0 -0.483
O 2.593656 -0.422657 2.396831 0.0 0.0 0.0 -0.301
O 0.310397 -1.182623 1.875230 0.0 0.1 0.0 -0.457
H -1.867339 3.279102 3.884174 0.0 0.0 0.0 0.095
H -0.461775 3.644101 5.892649 0.0 0.0 0.0 0.068
H 1.764581 2.450169 6.055986 0.0 0.0 0.0 0.078
H 2.455104 0.911616 4.297062 0.0 0.0 0.0 0.092
S 4.302596 1.212081 -2.775750 0.0 0.0 -0.1 0.527
C 3.736256 2.291668 -1.617110 0.0 0.1 0.0 -0.804
N 2.423425 2.309592 -1.251880 0.2 0.3 0.1 0.065
C 1.879411 3.098504 -0.300270 0.0 0.0 0.0 -0.070
C 2.654199 3.998774 0.363205 0.1 0.1 0.0 -0.058
C 4.020738 4.060841 0.025179 -0.1 0.0 0.0 -0.080
C 4.546540 3.241104 -0.932269 0.0 0.0 0.0 -0.121
H 1.795405 1.643565 -1.682399 -0.1 -0.3 -0.2 0.068
H 0.828845 2.923496 -0.091310 0.1 0.1 0.0 0.082
H 2.222968 4.607959 1.142443 0.0 0.0 0.0 0.104
H 4.669764 4.758667 0.541990 0.0 0.0 0.0 0.098
H 5.594493 3.266015 -1.191041 0.0 0.0 0.0 0.087
C -0.130807 -5.788177 -0.057848 0.0 0.0 0.0 -0.246
Ge 1.021863 -4.170714 -0.048869 0.0 0.0 0.0 0.733
C 2.556080 -4.579741 -1.206971 0.0 0.0 0.0 -0.237
C 1.611490 -4.001466 1.811930 0.0 0.0 0.0 -0.224
C -0.127801 -2.774165 -0.769052 0.1 0.1 -0.1 -0.914
H 0.392741 -6.652522 0.358812 0.0 0.0 0.0 0.000
H -0.439596 -6.027225 -1.078051 0.0 0.0 0.0 0.005
H -1.029560 -5.609671 0.537127 0.0 0.0 0.0 0.005
H 2.555464 -5.638481 -1.477142 0.0 0.0 0.0 0.001
H 3.487228 -4.328654 -0.701652 0.0 0.0 0.0 0.002
H 2.492983 -3.979278 -2.115336 0.0 0.0 0.0 -0.009
H 2.262089 -4.844676 2.061411 0.0 0.0 0.0 0.011
H 0.747742 -4.011647 2.478438 0.0 0.0 0.0 0.013
H 2.153769 -3.072799 1.966406 0.0 0.0 0.0 -0.012
H -1.097852 -3.234280 -0.972220 0.0 0.0 0.0 -0.043
O 3.275247 -1.866544 -0.114359 0.2 0.0 0.0 -0.091
H 3.305469 -1.234859 0.617494 -0.1 0.0 0.0 0.003
H 3.109128 -1.337241 -0.903988 -0.1 0.0 0.0 0.005
N -2.238666 -1.994029 2.905097 0.0 0.1 0.0 0.154
C -3.130111 -2.167617 1.890595 0.0 -0.1 0.0 -0.371
C -4.466935 -2.512984 2.176784 0.0 0.0 0.0 -0.035
C -5.324806 -2.790836 1.142975 0.0 0.0 0.0 -0.100
C -4.853320 -2.744546 -0.166893 0.0 0.0 0.0 -0.088
C -3.536333 -2.380117 -0.357109 0.0 0.0 0.0 -0.195
N -2.689180 -2.075055 0.629439 0.1 0.2 0.0 0.067
H -2.629154 -1.680041 3.777412 0.0 0.0 0.0 0.098
H -1.361290 -1.543745 2.658368 0.0 0.0 0.0 0.048
H -4.791787 -2.559722 3.208561 0.0 0.0 0.0 0.100
H -6.356737 -3.050702 1.350172 0.0 0.0 0.0 0.095
H -5.487254 -2.960670 -1.014830 0.0 0.0 0.0 0.090
H -3.129920 -2.303371 -1.358798 0.0 0.0 0.0 0.062
```
Forces are in eV/Å.

***

Molecular formula: C21H23NO6
Method: DFT, ωB97M-V/def2-TZVPD

LUMO energy in eV: 0.124
DFT total energy in a.u.: -1319.5590
Energy relative to the best compared isomer or geometry (same formula, charge and spin) in eV: 20.275
2S+1: 1
Structure (SMILES): COc1ccc(NC(=O)CCCC(=O)OCC(=O)c2cccc(OC)c2)cc1

The geometry in XYZ format:
```
51
Properties=species:S:1:pos:R:3:forces:R:3:lowdin_charge:R:1
C 1.372561 4.055626 2.298863 0.2 0.4 -3.5 0.023
H 0.914915 3.814378 3.242740 0.2 0.2 0.4 0.083
O 0.344911 3.737536 1.204661 4.3 5.4 1.7 -0.046
C -0.299436 2.647546 1.193561 -3.5 3.3 -4.7 -0.449
C -0.077779 1.641612 1.892534 9.8 -2.0 7.9 -0.106
C -0.557125 0.444917 1.900169 -1.6 -7.3 2.9 -0.074
C -1.596332 0.354673 1.141466 -6.3 -0.2 -9.2 -0.153
C -2.002815 1.397231 0.065585 10.9 2.6 12.0 0.101
C -1.304444 2.616499 0.213893 -1.4 -6.1 1.7 0.066
H -1.649635 3.406460 -0.256937 -0.9 4.0 -2.6 0.078
H -2.620242 1.266839 -0.570835 -8.1 -1.9 -7.8 -0.003
N -2.253616 -0.851272 0.640317 -1.7 -4.2 3.8 0.115
C -2.341106 -2.067850 1.351957 10.0 -0.2 2.5 -0.236
O -1.211950 -2.428059 2.199008 -6.5 2.1 -4.0 -0.134
C -3.164463 -3.170113 0.774801 1.4 -1.6 8.6 -0.208
H -4.056910 -2.746339 0.915229 -4.5 1.0 -1.2 0.070
H -3.234774 -3.979577 1.753479 0.5 2.0 -2.6 0.210
C -2.636460 -3.746740 -0.364000 0.0 -4.3 -6.5 -0.264
H -3.237220 -4.781438 -0.799762 1.2 3.1 1.5 0.196
H -2.677206 -3.059290 -1.171380 -0.9 0.9 -1.2 0.096
C -1.188908 -4.125936 -0.501505 3.1 -2.0 2.8 -0.092
C -0.073384 -2.981559 -0.694398 -5.4 -3.1 -1.7 -0.490
O -0.499835 -2.074439 -1.364687 1.5 1.7 0.0 0.096
O 1.138650 -3.281231 -0.334462 0.0 0.1 -2.5 0.048
C 2.020168 -2.348530 -1.121895 4.2 -6.4 16.0 0.103
C 2.149367 -1.321076 0.225161 0.7 2.0 1.5 -0.180
O 2.202736 -1.468345 1.476924 -0.2 -0.7 -5.2 0.098
C 2.292293 0.067223 -0.358072 2.8 2.2 4.7 -0.131
C 1.330632 0.662488 -1.104705 1.4 0.4 -0.3 -0.034
C 1.303817 1.885628 -1.570750 0.7 4.8 -3.6 -0.074
C 2.356479 2.736114 -1.235420 -4.0 -0.4 -2.3 -0.050
C 3.128723 2.393621 -0.294431 6.2 -4.5 7.6 -0.069
C 3.162006 0.984169 0.270177 -3.3 2.8 -5.2 0.075
H 3.716797 0.743703 1.056903 2.6 -1.0 3.0 0.061
H 3.899961 3.065211 0.223343 -1.2 -0.7 -1.2 0.137
H 2.473977 3.677063 -1.554177 -0.2 3.4 -1.8 0.100
O 0.402052 2.446442 -2.730716 11.5 6.6 8.3 0.000
C -0.371125 1.559808 -2.921807 -2.6 -2.5 -17.2 -0.336
H 0.007897 0.790858 -3.724221 -0.5 0.2 1.6 0.148
H -0.975170 1.236394 -2.366328 -8.0 -5.2 9.3 -0.041
H -1.094514 2.175415 -3.648383 0.1 -1.7 0.6 0.155
H 0.732732 -0.018441 -1.391387 -5.3 -4.3 -2.5 0.047
H 2.938951 -2.782614 -0.851228 1.6 -0.7 -1.8 0.138
H 1.649856 -1.799087 -1.713814 -4.7 6.5 -9.2 -0.010
H -0.811799 -4.463001 0.470270 -0.4 -0.6 0.3 0.106
H -1.082396 -5.096179 -1.124377 0.3 2.1 0.4 0.147
H -3.146591 -0.924438 0.148270 0.5 1.9 -0.4 0.146
H -0.374546 -0.552592 2.500621 0.4 2.4 -1.0 0.164
H 0.985506 1.583297 2.508058 -2.6 1.0 -1.2 0.193
H 2.346553 3.554229 2.052362 -1.2 -0.3 0.6 0.073
H 1.668244 5.123164 2.049324 -1.1 -1.0 0.9 0.108
```
Forces are in eV/Å.

***

Molecular formula: C3H7NO
Method: DFT, ωB97M-V/def2-TZVPD

LUMO energy in eV: 0.397
DFT total energy in a.u.: -248.3089
Energy relative to the best compared isomer or geometry (same formula, charge and spin) in eV: 5.920
2S+1: 1

The geometry in XYZ format:
```
12
Properties=species:S:1:pos:R:3:forces:R:3:lowdin_charge:R:1
C -1.725947 0.866322 0.585556 -1.9 2.1 1.2 0.039
C 1.234847 -0.201634 -0.657960 0.1 1.0 1.9 -0.060
C 0.053538 -0.589832 0.202270 0.3 0.4 -2.8 -0.205
N -1.037376 0.223722 -0.254580 -3.5 1.2 -2.5 -0.152
O -1.641865 0.249409 -1.880713 2.0 -0.2 4.3 -0.246
H -2.590874 1.562062 0.405342 0.9 -1.1 -1.3 0.109
H -1.646117 0.971515 1.700413 1.2 -1.1 -0.9 0.107
H 1.004402 -0.254125 -1.638727 -1.5 -0.6 -3.3 0.027
H 1.438574 0.878156 -0.598914 0.5 -0.4 0.8 0.100
H 2.047552 -0.871715 -0.590232 1.3 -0.3 0.8 0.068
H -0.275388 -1.580736 0.038958 0.0 -1.3 -0.2 0.121
H 0.166417 -0.411963 1.215086 0.5 0.3 2.1 0.092
```
Forces are in eV/Å.

***

Molecular formula: C6H8O2S2
Method: DFT, ωB97M-V/def2-TZVPD

LUMO energy in eV: -1.247
DFT total energy in a.u.: -1179.9864
Energy relative to the best compared isomer or geometry (same formula, charge and spin) in eV: 5.502
2S+1: 1

The geometry in XYZ format:
```
18
Properties=species:S:1:pos:R:3:forces:R:3:lowdin_charge:R:1
C -3.071668 0.164125 0.549179 -2.1 4.1 3.6 -0.408
C -1.664390 0.151261 0.086711 2.9 -0.1 -2.7 -0.432
C -0.677532 1.163770 -0.154677 -4.1 -3.1 2.4 -0.068
C 0.723916 0.979714 -0.286600 -1.9 -2.1 -0.3 -0.149
C 1.390009 -0.147064 -0.240709 1.4 -2.1 0.5 -0.673
C 2.878625 -0.173287 -0.516214 1.0 0.6 -2.5 -0.370
H -3.399871 -1.474259 -0.050413 -4.4 2.7 -0.9 0.139
H -2.921292 -0.138711 1.661259 -0.6 -0.5 -1.6 0.142
H -3.442233 1.246924 0.822945 0.8 -1.5 -1.2 0.148
H -1.030601 2.103364 0.208193 -0.2 0.9 -0.3 0.099
H 1.333097 1.673310 -0.659642 1.7 3.7 -1.1 0.066
H 3.051187 0.887390 -0.957770 0.3 -1.7 0.6 0.122
H 3.156248 -0.975997 -1.441266 -0.7 2.0 2.9 0.168
H 4.730510 -1.265806 0.467624 -4.4 3.8 1.0 0.331
O -4.212175 -0.503922 -0.121318 7.0 -3.8 1.3 -0.156
O 3.620679 -0.297210 0.722163 3.7 -4.1 -2.1 -0.214
S 0.847918 -1.696778 0.274909 -2.3 -0.9 0.1 0.680
S -1.312423 -1.696827 -0.364371 2.0 2.1 0.5 0.574
```
Forces are in eV/Å.